# 1
Density functional theory data (ωB97M-V with the def2-TZVPD basis set) for one molecule with the formula C22H23NO5 in a non-equilibrium geometry.

frontier orbital gap = 8.7162 eV
calculated total energy = -34913.810 eV
SMILES = COc1ccc(CCNC(=O)c2ccc(COc3ccccc3OC)o2)cc1
energy above the lowest of the compared OMol25 structures with the same formula, charge and spin = 53.3 kcal/mol
lowest unoccupied orbital energy = 0.0202 Eh
HOMO level = -8.166 eV

Geometry as ORCA input:
```
! RIJCOSX wB97M-V def2-TZVPD def2/J DEFGRID3
* xyz 0 1
C 0.823 -5.174 1.613
O 1.136 -4.386 2.733
C 1.487 -3.083 2.532
C 1.634 -2.480 1.290
C 1.984 -1.142 1.214
C 2.192 -0.380 2.352
C 2.434 1.098 2.248
C 1.079 1.832 2.304
N 0.184 1.325 1.296
C -0.725 0.364 1.587
O -1.077 0.077 2.716
C -1.304 -0.295 0.401
C -2.375 -1.142 0.291
C -2.474 -1.481 -1.076
C -1.449 -0.832 -1.705
C -1.033 -0.777 -3.145
O -0.288 0.385 -3.445
C -0.868 1.584 -3.050
C -2.123 1.946 -3.525
C -2.729 3.122 -3.130
C -2.080 3.957 -2.238
C -0.828 3.618 -1.769
C -0.199 2.439 -2.166
O 1.023 2.224 -1.592
C 1.932 1.307 -2.166
O -0.736 -0.118 -0.815
C 2.055 -0.997 3.591
C 1.715 -2.328 3.684
H 1.687 -5.298 0.951
H -0.012 -4.750 1.044
H 0.532 -6.146 2.007
H 1.470 -3.032 0.378
H 2.095 -0.687 0.239
H 3.059 1.449 3.070
H 2.929 1.336 1.304
H 1.221 2.906 2.156
H 0.600 1.652 3.269
H 0.456 1.471 0.333
H -3.006 -1.462 1.093
H -3.202 -2.119 -1.534
H -1.927 -0.867 -3.777
H -0.359 -1.607 -3.389
H -2.627 1.283 -4.213
H -3.705 3.378 -3.513
H -2.547 4.873 -1.909
H -0.304 4.252 -1.071
H 1.989 1.428 -3.249
H 2.900 1.542 -1.720
H 1.664 0.274 -1.936
H 2.206 -0.422 4.493
H 1.600 -2.809 4.641
*
```

Here are the Mulliken charges for atoms 1 to 5, given in e: number 1, C, carries -0.799; number 2, O, carries -0.472; number 3, C, carries 0.873; number 4, C, carries -0.340; number 5, C, carries -0.206

# 2
Density functional theory data (ωB97M-V with the def2-TZVPD basis set) for a 2-piece molecular cluster, CH3N4Si overall in a non-equilibrium geometry.

frontier orbital gap (alpha / beta) = 7.9918 / 7.9918 eV
calculated total energy = -14919.902 eV
energy above the lowest of the compared OMol25 structures with the same formula, charge and spin = 87.6 kcal/mol
lowest unoccupied orbital energy (alpha / beta) = 0.1145 / 0.1144 Eh
HOMO level (alpha / beta) = -4.877 / -4.878 eV

Geometry as ORCA input:
```
! RIJCOSX wB97M-V def2-TZVPD def2/J DEFGRID3
* xyz -1 1
C 0.809 0.397 -0.336
N 2.524 -0.658 0.090
N 1.260 -0.836 -0.126
N 1.714 1.326 -0.251
N 2.799 0.628 -0.013
Si -1.958 -0.055 -0.054
H -1.842 -1.516 0.258
H -3.061 0.541 -0.940
H -2.245 0.173 1.373
*
```

Here are the Mulliken charges for atoms 1 to 5, given in e: number 1, C, carries 0.236; number 2, N, carries -0.385; number 3, N, carries -0.242; number 4, N, carries -0.372; number 5, N, carries -0.295

# 3
Density functional theory data (ωB97M-V with the def2-TZVPD basis set) for C22H44NO4PtS3Si as an isolated structure in a non-equilibrium geometry.

frontier orbital gap (alpha / beta) = 6.2837 / 6.2889 eV
calculated total energy = -76835.431 eV
energy above the lowest of the compared OMol25 structures with the same formula, charge and spin = 89.4 kcal/mol
lowest unoccupied orbital energy (alpha / beta) = -0.2005 / -0.2005 Eh
HOMO level (alpha / beta) = -11.740 / -11.745 eV

Geometry as ORCA input:
```
! RIJCOSX wB97M-V def2-TZVPD def2/J DEFGRID3
* xyz 1 1
Pt -0.710 0.817 -0.473
C 0.967 -1.138 -5.999
C 0.094 -1.164 -4.742
S -0.224 0.435 -4.053
C -0.312 -2.369 -4.209
C 0.147 -3.639 -4.869
S -0.202 -0.546 -2.132
H 1.219 -0.115 -6.270
H 0.450 -1.594 -6.850
H 1.904 -1.683 -5.839
H 0.445 -3.472 -5.903
H -0.652 -4.384 -4.856
H 1.011 -4.061 -4.339
O -1.500 -1.394 -2.254
C -1.313 -2.626 -3.048
C -0.802 -3.736 -2.127
C -1.788 -4.194 -1.037
C -2.920 -5.082 -1.573
C -4.112 -4.333 -2.205
C -3.769 -2.932 -2.686
N -2.589 -2.918 -3.599
H 0.113 -3.355 -1.654
H -0.528 -4.600 -2.732
H -2.186 -3.330 -0.490
H -1.211 -4.779 -0.319
H -3.297 -5.707 -0.760
H -2.489 -5.767 -2.311
H -4.931 -4.239 -1.487
H -4.486 -4.911 -3.050
H -3.589 -2.280 -1.836
H -4.616 -2.523 -3.227
H -2.751 -2.385 -4.436
C -2.838 1.902 2.249
C -1.759 2.970 2.281
C -2.157 4.089 3.216
C -1.503 3.529 0.895
O -0.568 2.362 2.824
Si 0.883 1.897 2.271
S 0.452 -0.009 1.210
O 1.912 1.575 3.460
C 2.147 0.513 4.437
C 2.974 -0.573 3.779
C 0.812 -0.025 4.929
C 2.920 1.150 5.565
O 1.495 3.007 1.268
C 2.656 3.139 0.377
C 3.181 4.544 0.572
C 3.723 2.110 0.737
C 2.189 2.955 -1.050
H -3.795 2.339 1.945
H -2.951 1.450 3.237
H -2.582 1.113 1.551
H -3.071 4.582 2.871
H -1.354 4.830 3.271
H -2.325 3.686 4.216
H -2.383 4.061 0.526
H -1.274 2.716 0.175
H -0.641 4.195 0.888
H 2.422 -1.055 2.966
H 3.241 -1.336 4.516
H 3.894 -0.146 3.369
H 0.246 -0.488 4.103
H 0.208 0.792 5.343
H 0.965 -0.779 5.706
H 3.854 1.576 5.191
H 3.156 0.401 6.325
H 2.332 1.947 6.030
H 3.498 4.688 1.611
H 2.408 5.281 0.336
H 4.042 4.715 -0.084
H 3.972 2.185 1.801
H 4.631 2.296 0.154
H 3.375 1.087 0.529
H 1.529 3.776 -1.350
H 1.658 2.021 -1.149
H 3.050 2.934 -1.732
*
```

Here are the Mulliken charges for atoms 1 to 5, given in e: number 1, Pt, carries 1.141; number 2, C, carries -1.644; number 3, C, carries 1.066; number 4, S, carries -0.083; number 5, C, carries -0.622

# 4
Density functional theory data (ωB97M-V with the def2-TZVPD basis set) for C14H24MgN5OS as an isolated structure.

frontier orbital gap = 7.1960 eV
calculated total energy = -40680.861 eV
lowest unoccupied orbital energy = -0.1264 Eh
HOMO level = -10.636 eV

Geometry as ORCA input:
```
! RIJCOSX wB97M-V def2-TZVPD def2/J DEFGRID3
* xyz 1 1
Mg 0.232 0.075 -0.085
N 4.528 1.324 0.026
C 3.672 0.307 0.012
N 2.442 0.789 -0.028
C 2.638 2.139 -0.039
N 3.890 2.513 -0.006
C 1.506 3.067 -0.125
C 1.684 4.445 -0.168
N 0.653 5.274 -0.257
C -0.558 4.722 -0.315
C -0.739 3.353 -0.281
N 0.293 2.510 -0.178
H 5.534 1.296 0.054
H 3.959 -0.734 0.030
H 2.682 4.867 -0.131
H -1.408 5.390 -0.390
H -1.729 2.924 -0.340
C -5.657 0.995 0.298
C -4.406 0.165 0.013
S -2.987 0.928 0.787
O -1.779 0.248 0.141
C -3.102 0.219 2.436
C -3.028 -1.309 2.459
H -6.533 0.479 -0.092
H -5.601 1.974 -0.177
H -5.818 1.144 1.368
H -4.150 0.141 -1.045
H -4.486 -0.859 0.373
H -4.022 0.622 2.866
H -2.266 0.681 2.962
H -4.018 -1.761 2.455
H -2.518 -1.639 3.363
H -2.460 -1.693 1.611
C 2.330 -2.648 -1.366
C 1.469 -2.898 -0.129
C 2.231 -2.702 1.180
C 0.187 -2.046 -0.162
H 3.311 -3.130 -1.290
H 2.477 -1.575 -1.538
H 1.842 -3.041 -2.261
H 1.195 -3.959 -0.158
H 2.450 -1.645 1.364
H 3.174 -3.259 1.193
H 1.634 -3.051 2.026
H -0.456 -2.342 0.682
H -0.391 -2.305 -1.062
*
```

Here are the Mulliken charges for atoms 1 to 5, given in e: number 1, Mg, carries 0.865; number 2, N, carries 0.189; number 3, C, carries -0.381; number 4, N, carries -0.010; number 5, C, carries 0.249

# 5
Density functional theory data (ωB97M-V with the def2-TZVPD basis set) for one molecule with the formula C3H3NS2 in a non-equilibrium geometry.

frontier orbital gap = 8.0529 eV
calculated total energy = -26314.212 eV
energy above the lowest of the compared OMol25 structures with the same formula, charge and spin = 117.0 kcal/mol
lowest unoccupied orbital energy = -0.0013 Eh
HOMO level = -8.088 eV

Geometry as ORCA input:
```
! RIJCOSX wB97M-V def2-TZVPD def2/J DEFGRID3
* xyz 0 1
C 0.094 0.280 -1.501
C -0.357 -1.843 -0.012
C 0.342 1.386 0.662
N 0.347 0.975 -0.558
S -0.854 -1.112 1.332
S 0.852 0.084 1.834
H 0.818 0.037 -2.142
H -1.193 -2.220 -0.400
H -0.049 2.414 0.786
*
```

Here are the Mulliken charges for atoms 1 to 5, given in e: number 1, C, carries -0.185; number 2, C, carries -0.422; number 3, C, carries -0.135; number 4, N, carries -0.081; number 5, S, carries 0.032

# 6
Density functional theory data (ωB97M-V with the def2-TZVPD basis set) for one molecule with the formula C7H17NOSi in a non-equilibrium geometry.

frontier orbital gap = 10.4546 eV
calculated total energy = -18950.237 eV
SMILES = CC(C)(C)[Si](C)(C)NC=O
energy above the lowest of the compared OMol25 structures with the same formula, charge and spin = 5.9 kcal/mol
lowest unoccupied orbital energy = 0.0230 Eh
HOMO level = -9.829 eV

Geometry as ORCA input:
```
! RIJCOSX wB97M-V def2-TZVPD def2/J DEFGRID3
* xyz 0 1
C 1.839 -0.812 -0.377
C 0.860 0.288 -0.013
C 0.961 1.232 -1.157
C 1.491 0.964 1.155
Si -0.878 -0.342 0.178
C -1.394 -1.284 1.690
C -1.221 -1.423 -1.347
N -1.864 1.127 0.061
C -3.187 1.186 -0.075
O -3.878 0.201 -0.235
H 1.492 -1.702 0.225
H 1.850 -1.026 -1.508
H 2.951 -0.504 -0.222
H 0.229 2.065 -1.179
H 0.942 0.890 -2.257
H 2.005 1.767 -0.956
H 0.774 1.627 1.639
H 1.757 0.186 2.030
H 2.446 1.516 0.805
H -1.442 -0.567 2.496
H -2.391 -1.885 1.567
H -0.660 -2.157 1.966
H -0.779 -1.053 -2.323
H -0.950 -2.549 -1.309
H -2.308 -1.496 -1.318
H -1.377 1.939 -0.156
H -3.659 2.168 -0.021
*
```

Here are the Mulliken charges for atoms 1 to 5, given in e: number 1, C, carries -1.638; number 2, C, carries 1.726; number 3, C, carries -1.466; number 4, C, carries -1.622; number 5, Si, carries 0.015

# 7
Density functional theory data (ωB97M-V with the def2-TZVPD basis set) for C47H37N8O2S2Se2W as an isolated structure in a non-equilibrium geometry.

frontier orbital gap (alpha / beta) = 3.0795 / 3.1241 eV
calculated total energy = -219520.536 eV
energy above the lowest of the compared OMol25 structures with the same formula, charge and spin = 0.0 kcal/mol
lowest unoccupied orbital energy (alpha / beta) = -0.3770 / -0.3754 Eh
HOMO level (alpha / beta) = -13.339 / -13.339 eV

Geometry as ORCA input:
```
! RIJCOSX wB97M-V def2-TZVPD def2/J DEFGRID3
* xyz 3 1
W 1.482 -0.564 -0.104
C -11.813 2.833 -0.689
O -11.319 1.532 -0.900
C -9.984 1.367 -0.807
C -9.127 2.455 -0.573
C -7.747 2.286 -0.464
C -7.252 0.992 -0.682
C -8.087 -0.093 -0.971
C -9.475 0.065 -1.009
C -5.807 0.735 -0.614
N -5.250 -0.456 -0.750
C -3.924 -0.242 -0.728
C -3.616 1.137 -0.663
N -4.852 1.700 -0.530
C -2.282 1.622 -0.655
C -1.889 2.981 -0.664
C -0.602 3.331 -0.554
C 0.388 2.266 -0.406
N 0.034 1.004 -0.340
C -1.261 0.673 -0.544
C -1.524 -0.726 -0.664
N -0.473 -1.526 -0.596
C -0.642 -2.836 -0.678
C -1.960 -3.418 -0.815
C -3.033 -2.544 -0.858
C -2.846 -1.162 -0.810
H -12.830 2.757 -0.899
H -11.338 3.510 -1.363
H -11.538 3.245 0.301
H -9.391 3.491 -0.397
H -7.105 3.114 -0.133
H -7.707 -1.120 -1.144
H -10.181 -0.761 -1.183
H -5.039 2.659 -0.773
H -2.667 3.785 -0.712
H -0.225 4.310 -0.719
H 1.422 2.523 -0.381
H 0.240 -3.508 -0.686
H -2.055 -4.474 -0.812
H -4.079 -2.867 -0.873
N 3.227 -3.443 -2.836
C 2.227 -3.968 -3.733
C 2.479 -5.084 -4.463
C 1.477 -5.688 -5.201
C 0.217 -5.054 -5.165
C -0.019 -3.907 -4.476
C 0.997 -3.297 -3.761
S 1.028 -1.674 -3.149
N 1.884 -1.919 -1.669
C 3.005 -2.555 -1.863
C 3.996 -2.401 -0.780
C 5.112 -3.213 -0.634
C 5.957 -2.976 0.472
C 5.633 -2.123 1.466
C 4.476 -1.381 1.231
N 3.694 -1.471 0.129
H 4.108 -3.941 -2.982
H 3.487 -5.431 -4.465
H 1.617 -6.566 -5.844
H -0.563 -5.482 -5.732
H -1.061 -3.478 -4.543
H 5.439 -3.957 -1.327
H 6.880 -3.522 0.544
H 6.219 -2.019 2.369
H 4.131 -0.703 1.985
Se 3.058 1.002 -1.843
C 1.584 1.404 -2.849
N 0.592 1.636 -3.425
O 2.142 0.926 1.299
S 2.072 2.107 2.274
C 1.451 1.422 3.902
C 2.411 0.713 4.797
C 2.958 1.314 5.928
C 3.903 0.612 6.705
C 4.150 -0.731 6.459
C 3.589 -1.370 5.348
C 2.658 -0.653 4.578
C 3.774 2.432 2.545
C 4.415 3.023 1.329
C 5.559 2.409 0.742
C 6.193 2.971 -0.321
C 5.644 4.047 -1.027
C 4.550 4.680 -0.459
C 3.905 4.126 0.643
H 0.581 0.799 3.613
H 1.034 2.276 4.417
H 2.733 2.356 6.230
H 4.332 1.091 7.561
H 4.828 -1.215 7.147
H 3.783 -2.470 5.242
H 2.194 -1.126 3.732
H 4.195 1.451 2.763
H 3.882 3.046 3.420
H 5.996 1.531 1.190
H 7.146 2.594 -0.676
H 6.180 4.523 -1.848
H 4.147 5.523 -0.924
H 2.982 4.593 1.075
Se 1.087 -1.864 1.703
*
```

Here are the Mulliken charges for atoms 1 to 5, given in e: number 1, W, carries -1.565; number 2, C, carries -0.863; number 3, O, carries -0.439; number 4, C, carries 0.855; number 5, C, carries -0.360

# 8
Density functional theory data (ωB97M-V with the def2-TZVPD basis set) for an isolated ion of composition C4H11N2 and charge +1 in a non-equilibrium geometry.

frontier orbital gap = 9.1954 eV
calculated total energy = -7297.669 eV
SMILES = C=[N+](C)CNC
energy above the lowest of the compared OMol25 structures with the same formula, charge and spin = 75.6 kcal/mol
lowest unoccupied orbital energy = -0.1775 Eh
HOMO level = -14.027 eV

Geometry as ORCA input:
```
! RIJCOSX wB97M-V def2-TZVPD def2/J DEFGRID3
* xyz 1 1
C 2.211 -0.552 -0.496
N 1.066 -0.286 0.023
C 0.889 1.180 0.418
C -0.192 -1.114 0.286
N -1.437 -0.526 0.501
C -2.129 0.194 -0.632
H 2.550 -1.590 -0.705
H 3.119 0.047 -0.566
H 0.712 1.309 1.485
H 1.825 1.733 0.280
H 0.019 1.700 0.089
H -0.203 -1.638 -0.674
H 0.051 -1.685 1.302
H -1.614 -0.137 1.332
H -2.749 1.003 -0.266
H -1.368 0.795 -1.142
H -2.749 -0.433 -1.236
*
```

Here are the Mulliken charges for atoms 1 to 5, given in e: number 1, C, carries -0.025; number 2, N, carries 0.171; number 3, C, carries -0.945; number 4, C, carries -0.573; number 5, N, carries -0.238